(1)
Below is 10 unconnected molecules or ions with the total composition C39H84O16, with properties calculated with ωB97M-V/def2-TZVPD.

Summary:
SMILES string	COCCOCCOC.COCCOCCOC.COCCOCCOC.CC(C)=O.CC(C)=O.CC(C)=O.CC(C)=O.CC(C)=O.CC(C)=O.CC(C)=O
E_LUMO	0.50	eV
gap between HOMO and LUMO	0.354	Eh
HOMO energy	-9.1	eV
strongest force on any atom	0.0698	hartree/bohr

Cartesian coordinates (Å):
C 2.43754 -3.63896 5.77286
O 1.87382 -2.53473 5.13817
C 2.65752 -1.84947 4.20156
C 3.79558 -1.14464 4.78914
O 3.41347 -0.05714 5.63410
C 4.52459 0.71227 6.12453
C 4.17569 2.17832 5.95494
O 4.20197 2.52556 4.52798
C 4.04674 4.00376 4.40352
H 3.43021 -3.45152 6.28406
H 2.60255 -4.42513 5.05954
H 1.69013 -3.95941 6.48613
H 2.01382 -1.17163 3.65749
H 3.10084 -2.55138 3.45589
H 4.47529 -0.80410 4.03465
H 4.31871 -2.01028 5.22555
H 5.33852 0.37782 5.44071
H 4.71842 0.53654 7.16548
H 4.81198 2.74708 6.66407
H 3.18248 2.24841 6.26992
H 4.31797 4.24941 3.37874
H 4.66992 4.47803 5.18778
H 3.07310 4.22179 4.71119
C 5.46835 0.50588 1.13590
O 4.94512 1.71071 0.56443
C 3.57895 1.87561 1.02596
C 3.04420 3.04036 0.24424
O 2.64310 2.65643 -1.04651
C 2.38358 3.67330 -1.96283
C 1.23794 4.59907 -1.46323
O 0.07922 3.83171 -1.57001
C -1.05635 4.60181 -1.26191
H 5.47210 0.49873 2.21943
H 6.53760 0.43768 0.87774
H 4.92125 -0.33215 0.75729
H 3.70361 2.09697 2.12093
H 2.98594 0.94538 0.89049
H 3.87867 3.73744 0.17972
H 2.15166 3.38565 0.79390
H 2.12300 3.23120 -2.91381
H 3.20739 4.38736 -1.99371
H 1.11990 5.42738 -2.18196
H 1.33222 4.98940 -0.41144
H -0.97979 4.88273 -0.20692
H -1.94262 4.03621 -1.47425
H -1.13538 5.54716 -1.82532
C -1.17627 3.48845 -9.58945
O -1.20200 2.66334 -8.41772
C -1.70910 1.38067 -8.66290
C -1.21990 0.52991 -7.49236
O -1.77894 0.98110 -6.28398
C -1.14561 0.56251 -5.12756
C -1.18945 -0.94570 -4.85993
O -2.56285 -1.34033 -4.78147
C -2.81212 -2.69107 -4.61949
H -2.20138 3.93154 -9.66703
H -0.92082 2.94409 -10.52025
H -0.42090 4.28529 -9.43891
H -1.29658 0.95442 -9.54793
H -2.77734 1.40876 -8.71179
H -0.14394 0.68823 -7.46422
H -1.51730 -0.54791 -7.61758
H -1.67450 1.03552 -4.30888
H -0.05808 0.80287 -5.02522
H -0.57752 -1.20499 -3.90482
H -0.74019 -1.49627 -5.68068
H -2.21483 -3.16403 -3.77917
H -2.57732 -3.24640 -5.52052
H -3.86202 -2.74992 -4.39645
C 2.94511 -4.86640 -2.09597
C 2.41135 -3.39048 -2.05456
O 1.19739 -3.16083 -2.06607
C 3.38698 -2.22106 -2.16041
H 3.17163 -5.16821 -1.05690
H 3.78898 -4.98180 -2.83913
H 2.06109 -5.46873 -2.42050
H 2.95984 -1.41323 -1.55661
H 3.45153 -2.00552 -3.24458
H 4.27184 -2.48698 -1.65713
C 0.10220 3.24922 5.41270
C 0.42369 2.87291 3.95597
O 0.50567 3.71957 3.13578
C 0.70631 1.41978 3.77535
H -0.64194 2.60182 5.96193
H -0.36981 4.26525 5.48617
H 1.05688 3.15362 5.91022
H 0.80520 1.14003 2.68504
H 0.01971 0.70945 4.23814
H 1.69524 1.37094 4.29256
C -1.52200 -2.27916 4.09583
C -2.41575 -1.09660 3.84620
O -2.19623 0.05596 4.14863
C -3.70096 -1.35181 3.07253
H -1.71491 -2.66145 5.11023
H -0.43566 -2.12226 4.09965
H -1.85319 -3.08824 3.41879
H -4.48992 -0.81521 3.66779
H -3.96825 -2.44792 2.97527
H -3.54611 -0.98662 2.04732
C -3.46296 -6.55309 -2.45890
C -2.30977 -6.51350 -1.57492
O -1.70712 -7.47589 -1.18662
C -1.87229 -5.12211 -1.10637
H -3.61249 -7.57941 -2.78883
H -3.25753 -5.94883 -3.30869
H -4.36123 -6.22494 -1.95827
H -2.15932 -5.08046 -0.06853
H -2.34917 -4.34133 -1.68783
H -0.78055 -5.22368 -1.09684
C -3.88582 -0.09311 -1.92327
C -4.73398 -1.20796 -1.46750
O -4.36355 -2.32789 -1.16538
C -6.17846 -0.77783 -1.28422
H -3.97016 0.76132 -1.23746
H -4.13443 0.26841 -2.90751
H -2.82055 -0.44751 -1.94664
H -6.29399 0.23859 -0.92449
H -6.62436 -1.42726 -0.65887
H -6.72910 -0.84846 -2.26774
C 0.00081 0.25879 -1.06344
C -0.32227 -0.68054 0.06968
O 0.28225 -0.59441 1.12384
C -1.12480 -1.97473 -0.12405
H -0.82874 0.61178 -1.58948
H 0.55973 -0.29556 -1.79209
H 0.57611 1.12111 -0.63432
H -0.90122 -2.69183 0.60866
H -0.79612 -2.35371 -1.11316
H -2.18324 -1.88459 -0.11283
C -3.86468 2.70899 2.98841
C -3.50006 2.08862 1.66204
O -4.37631 1.60821 0.94731
C -2.01764 2.03433 1.40738
H -4.95751 2.61238 3.21188
H -3.61869 3.78606 2.74705
H -3.30827 2.32627 3.86646
H -1.42380 2.83234 1.92480
H -1.90354 2.10803 0.36180
H -1.58260 1.04063 1.69691

Atoms 1-6, force components in eV/Å:
0.9 0.2 0.5
-0.6 0.6 0.1
-0.6 -0.4 -1.3
0.7 0.0 1.1
0.1 -0.8 0.2
-0.4 -0.4 -2.3

These are the Mulliken partial charges, in e, on atoms 1 to 6:
1. C -0.84
2. O -0.22
3. C 0.28
4. C -0.10
5. O -0.37
6. C -0.68

(2)
Below is 2 unconnected molecules or ions with the total composition C19H25FN3O7S, with properties calculated with ωB97M-V/def2-TZVPD.

Summary:
charge	-1
E_LUMO	1.56	eV
gap between HOMO and LUMO	0.216	Eh
HOMO energy	-4.3	eV
strongest force on any atom	0.0393	hartree/bohr

Cartesian coordinates (Å):
O -6.26785 -3.54076 -6.35062
O 3.77602 -1.07852 3.79231
O 5.45493 2.67887 3.34461
O -2.62825 -5.63342 -4.44697
O -3.01760 -1.63188 -2.18439
O -0.48479 -5.06474 -4.50267
F -1.06096 0.30193 -0.79257
O 2.36179 0.17511 5.04183
S 4.18849 2.64574 6.99925
C -5.57408 -3.68568 -5.35285
C 3.14252 -0.04871 3.95364
C 4.38777 3.06015 3.80508
C -1.70390 -4.78891 -4.49057
C -3.56587 -1.67474 -3.27834
C -0.29761 1.00795 1.35038
C 1.26199 0.16864 -0.28316
C 0.75132 1.21221 2.25594
C 2.31653 0.37477 0.61387
C -0.04633 0.48787 0.07966
C 2.07542 0.90099 1.89557
N -4.19218 -0.55506 -3.67145
N 3.22070 2.38992 3.49077
N -4.39381 -3.08106 -5.26987
C -6.08228 -4.51830 -4.19538
C -4.90487 -0.24080 -4.90837
C 3.22563 1.04991 2.87659
C 5.00635 5.48970 4.09113
C 5.10721 3.92658 6.05604
C 4.36122 4.26312 4.75643
C -2.05771 -3.29664 -4.50656
C -3.51008 -2.99218 -4.09235
H 2.45722 -0.62806 5.57634
H 5.05823 2.39288 8.00195
H -1.32169 1.23745 1.62528
H 1.44582 -0.25244 -1.26728
H 0.52588 1.59417 3.24685
H 3.32373 0.10352 0.30880
H -4.11103 0.18490 -2.99242
H 2.41926 2.61832 4.07018
H -4.07421 -2.64668 -6.11673
H -5.37683 -5.33214 -4.02141
H -6.15737 -3.89856 -3.30553
H -7.05538 -4.93011 -4.45147
H -4.26592 -0.44158 -5.76928
H -5.81450 -0.84014 -4.98235
H -5.18077 0.81377 -4.91471
H 4.16289 0.88778 2.33310
H 4.49729 5.72402 3.15056
H 4.93582 6.36303 4.74706
H 6.06328 5.30208 3.87415
H 5.20904 4.82342 6.67552
H 6.11536 3.56392 5.82505
H 3.32103 4.50281 4.99365
H -1.37655 -2.79958 -3.81348
H -1.86344 -2.88246 -5.49774
H -3.78691 -3.76238 -3.37306

Atoms 1-6, force components in eV/Å:
-0.3 0.0 -0.6
-1.0 1.1 0.6
-0.3 0.4 0.2
-0.7 0.6 0.0
0.2 -0.5 0.1
0.1 0.7 -0.2

These are the Mulliken partial charges, in e, on atoms 1 to 6:
1. O -0.72
2. O -0.58
3. O -0.67
4. O -0.68
5. O -0.68
6. O -0.77

(3)
Below is a single C7H11F3N2S2 molecule, with properties calculated with ωB97M-V/def2-TZVPD.

Summary:
SMILES string	CC1=NN(C)[C@](C)(C(F)(F)F)[C@@H]1SS
E_LUMO	0.44	eV
gap between HOMO and LUMO	0.324	Eh
HOMO energy	-8.4	eV
strongest force on any atom	0.1071	hartree/bohr

Cartesian coordinates (Å):
C 1.55968 0.23372 0.11836
C 0.77319 0.34013 -1.12996
C -0.68817 -0.63624 -0.59799
C 2.88098 0.92446 0.31139
C -1.96300 0.04903 -1.07490
C -0.94461 -1.72312 1.53378
C -0.63211 -1.94984 -1.36867
N 0.84765 -0.22954 1.07077
N -0.38761 -0.64809 0.77857
F 0.30355 -2.74996 -1.00765
F -1.72455 -2.67388 -1.10294
F -0.59259 -1.79356 -2.65646
S 0.44280 0.85192 -3.85656
S 1.71112 -0.17012 -2.67113
H 0.34750 1.31574 -1.34202
H 2.91611 1.96957 0.13182
H 3.41233 0.44480 -0.53719
H 3.25935 0.60377 1.31930
H -2.74813 -0.47592 -0.57713
H -2.12484 -0.15820 -2.14472
H -2.05006 1.09922 -0.95554
H -1.88563 -1.53631 2.19318
H -1.19050 -2.50266 0.87383
H -0.23026 -1.93230 2.23140
H 0.14688 -0.05229 -4.69212

Atoms 1-6, force components in eV/Å:
-1.7 1.4 0.4
-1.7 -2.5 -0.4
2.9 3.1 -3.6
0.1 -3.1 0.0
0.2 -1.3 -0.7
-2.6 1.2 1.3

These are the Mulliken partial charges, in e, on atoms 1 to 6:
1. C 0.24
2. C -0.18
3. C 0.71
4. C -1.08
5. C -1.76
6. C -0.98

(4)
Below is 11 unconnected molecules or ions with the total composition C27H48Cl30FO4P2, with properties calculated with ωB97M-V/def2-TZVPD.

Summary:
charge	-1
E_LUMO	1.33	eV
gap between HOMO and LUMO	0.212	Eh
HOMO energy	-4.4	eV
strongest force on any atom	0.0436	hartree/bohr

Cartesian coordinates (Å):
C -1.57091 -1.08161 6.17454
C -1.45301 -0.47313 4.76901
C -2.69175 0.40303 4.46933
C -2.46547 1.91186 4.73669
C -2.69340 2.77181 3.47699
C -1.38009 2.94575 2.68082
C -1.49646 2.60261 1.17981
C -0.30830 1.80429 0.62138
C -0.74084 0.82379 -0.47397
C 0.46829 0.29445 -1.26214
C 0.84126 -1.16560 -0.92072
C -0.30415 -2.16901 -1.08681
P 0.07094 -3.61270 -2.29720
C -0.81389 -4.90493 -1.14454
C -0.94170 -6.29615 -1.76338
C 1.79512 -3.96550 -1.36157
C 2.35909 -5.27470 -1.66772
O 2.81295 -5.65366 -2.70270
F 2.34246 -6.17169 -0.60109
C -1.63112 -3.41998 -3.27302
P -1.61905 -2.35152 -4.69425
O -2.76056 -2.62060 -5.60471
O -1.75985 -0.79232 -4.25215
O -0.24807 -2.53318 -5.51867
H -1.62925 -0.26529 6.89167
H -2.47991 -1.67411 6.21238
H -0.71616 -1.70795 6.41721
H -1.43024 -1.28075 4.04185
H -0.55133 0.13064 4.72336
H -3.03011 0.22352 3.45199
H -3.48595 0.06961 5.13467
H -3.15585 2.22986 5.51796
H -1.45714 2.05988 5.11398
H -3.45888 2.30019 2.86856
H -3.04279 3.74732 3.79941
H -1.07861 3.99033 2.75405
H -0.59086 2.36357 3.14853
H -1.64110 3.52531 0.62078
H -2.39582 2.00645 1.03258
H 0.20963 1.28408 1.42626
H 0.36132 2.51005 0.13638
H -1.37438 0.02563 -0.09668
H -1.35770 1.40619 -1.16281
H 0.35253 0.41397 -2.33700
H 1.32253 0.90437 -0.96842
H 1.69806 -1.42985 -1.52991
H 1.12889 -1.15503 0.13378
H -0.60743 -2.59934 -0.13240
H -1.17678 -1.63154 -1.45130
H 0.74641 -2.64817 -3.18683
H 0.41639 -4.64770 -3.25651
H -1.82406 -4.53062 -0.96796
H -0.33488 -4.93698 -0.16554
H -0.90087 -7.06168 -0.99007
H -1.86984 -6.41512 -2.31668
H -0.12874 -6.51405 -2.45941
H 1.71783 -3.85091 -0.28047
H 2.54891 -3.26061 -1.70689
H -2.43765 -3.06800 -2.63908
H -1.94406 -4.37345 -3.69002
H -2.39406 -0.43931 -4.89631
H 0.29949 -1.73994 -5.42998
C -3.97730 6.21391 1.30124
Cl -3.25943 6.25416 -0.30719
Cl -4.60667 4.61062 1.67245
Cl -2.80706 6.71584 2.52346
H -4.79997 6.91362 1.31996
C 3.37433 0.55856 -4.26680
Cl 3.47529 -0.06017 -2.62538
Cl 1.76547 0.32683 -4.95470
Cl 3.80796 2.27124 -4.31470
H 4.08631 0.01666 -4.87436
C 1.21513 -8.22701 1.76610
Cl 1.89520 -9.79776 1.32898
Cl -0.54675 -8.29048 1.77319
Cl 1.82216 -7.70323 3.34070
H 1.52601 -7.50491 1.02085
C 7.72435 -0.48135 -2.57959
Cl 7.16478 -1.46250 -1.22578
Cl 6.78406 -0.81922 -4.03085
Cl 7.65594 1.23658 -2.17905
H 8.75474 -0.73975 -2.78079
C 4.77758 -4.58799 3.76148
Cl 4.13893 -5.38628 5.20493
Cl 3.96821 -5.15939 2.31172
Cl 4.64525 -2.83331 3.91341
H 5.82695 -4.83640 3.68349
C -4.22329 8.46518 6.07545
Cl -5.02842 7.13953 5.23689
Cl -3.82542 8.00610 7.73213
Cl -2.77710 8.98492 5.20703
H -4.90715 9.30165 6.11511
C -4.93646 10.10185 -1.34794
Cl -5.63610 9.09477 -0.07714
Cl -3.24516 10.45544 -1.00152
Cl -5.11020 9.33005 -2.92208
H -5.47991 11.03628 -1.36777
C -4.65561 -1.06420 -0.52764
Cl -3.77268 -0.89044 -2.03787
Cl -5.12920 -2.74649 -0.26893
Cl -3.69151 -0.47402 0.83376
H -5.55530 -0.46669 -0.57946
C 3.42441 4.14439 1.24452
Cl 4.76187 5.24597 0.88972
Cl 1.88771 5.01305 1.25703
Cl 3.38703 2.80960 0.10026
H 3.58382 3.73605 2.23299
C 7.27313 0.03694 -8.25206
Cl 7.44488 1.70065 -8.81366
Cl 8.68331 -0.45592 -7.31426
Cl 5.78812 -0.16016 -7.32246
H 7.20877 -0.60465 -9.11994

Atoms 1-6, force components in eV/Å:
0.2 0.4 -0.6
-0.8 -0.2 0.4
0.7 0.1 0.5
-0.7 -0.3 -0.4
1.0 -0.1 0.9
-0.6 0.3 -0.6

These are the Mulliken partial charges, in e, on atoms 1 to 6:
1. C -1.41
2. C -0.43
3. C 0.28
4. C -1.41
5. C -0.40
6. C -0.58

(5)
Below is a single C4H3N3S molecule, with properties calculated with ωB97M-V/def2-TZVPD.

Summary:
SMILES string	N#CC1=NN=CSC1
E_LUMO	-0.66	eV
gap between HOMO and LUMO	0.330	Eh
HOMO energy	-9.6	eV
strongest force on any atom	0.0844	hartree/bohr

Cartesian coordinates (Å):
C -1.74425 1.24589 0.72826
C -0.57813 0.44791 0.50667
C 1.35882 -1.38040 0.04220
C 0.29189 0.82269 -0.77214
H 2.07063 -2.13026 0.10879
H 1.08691 1.55925 -0.34763
H -0.20218 1.52636 -1.54981
N -2.66484 1.96868 0.67157
N -0.37485 -0.52548 1.25913
N 0.79293 -1.19018 1.17590
S 1.05013 -0.59644 -1.43672

Atoms 1-6, force components in eV/Å:
-2.6 1.9 -0.8
-0.1 1.4 -2.7
-1.1 0.6 1.1
0.2 3.8 2.1
1.8 -1.1 -0.5
-0.9 -1.3 -0.6

These are the Mulliken partial charges, in e, on atoms 1 to 6:
1. C 0.15
2. C 0.53
3. C -0.07
4. C -0.46
5. H 0.46
6. H 0.29

(6)
Below is 2 unconnected molecules or ions with the total composition C3H4O2, with properties calculated with ωB97M-V/def2-TZVPD.

Summary:
E_LUMO (alpha / beta)	0.51 / -0.77	eV
gap between HOMO and LUMO (alpha / beta)	0.290 / 0.302	Eh
expectation value of S²	2.01
spin multiplicity	3
HOMO energy (alpha / beta)	-7.4 / -9.0	eV
strongest force on any atom	0.1118	hartree/bohr

Cartesian coordinates (Å):
C 1.26765 -0.95514 -0.44849
C -2.12460 0.07518 0.14784
C 0.64354 0.11298 0.08026
O -3.18282 -0.42969 0.00573
O 0.74589 1.25878 0.51966
H 0.68054 -1.87969 -0.49603
H 2.37657 -1.19006 -0.47000
H -1.99329 1.16047 0.31888
H 1.58651 1.84717 0.34216

Atoms 1-6, force components in eV/Å:
0.2 0.1 1.2
-1.5 -1.0 -0.1
1.3 -5.2 -2.1
0.7 0.4 0.0
1.9 5.3 1.1
0.0 0.5 -0.4

These are the Mulliken partial charges, in e, on atoms 1 to 6:
1. C -0.65
2. C 0.04
3. C 0.32
4. O -0.31
5. O -0.45
6. H 0.22

(7)
Below is 2 unconnected molecules or ions with the total composition CH5NO, with properties calculated with ωB97M-V/def2-TZVPD.

Summary:
SMILES string	C=N.O
E_LUMO	1.09	eV
gap between HOMO and LUMO	0.425	Eh
HOMO energy	-10.5	eV
strongest force on any atom	0.0176	hartree/bohr

Cartesian coordinates (Å):
C 1.86136 0.46639 0.41349
N 1.29001 0.03650 -0.62686
H 1.38971 1.22224 1.04216
H 2.74570 0.00325 0.84004
H 1.86002 -0.73088 -0.98613
H -2.42818 -0.01765 -0.60249
H -3.61990 -0.88003 -0.16605
O -3.09872 -0.09982 0.08585

Atoms 1-6, force components in eV/Å:
-0.5 -0.3 0.7
0.2 0.0 0.0
0.0 0.2 -0.3
0.4 0.1 0.0
-0.2 0.0 -0.3
0.0 0.0 0.1

These are the Mulliken partial charges, in e, on atoms 1 to 6:
1. C -0.23
2. N -0.45
3. H 0.24
4. H 0.20
5. H 0.25
6. H 0.33